No. 1
18
Properties=species:S:1:pos:R:3:forces:R:3 method="wB97M-V/def2-TZVPD" total_charge=0 orbital_gap_ha=0.2796 energy_ha=-2815.425839 multiplicity=1
Zn -0.5446 -1.2562 0.3937 0.3 0.9 0.0
C -1.6171 -0.8772 -1.2027 -0.4 -0.2 -0.2
C -1.8347 0.5639 -0.9950 0.0 -0.1 0.1
C -0.8915 1.2498 -1.6935 0.1 0.0 -0.1
C -0.0651 0.3152 -2.4132 0.0 0.1 0.1
C -0.4969 -0.9491 -2.1595 0.0 -0.1 0.1
H -2.4719 -1.5376 -1.3229 0.1 0.0 0.1
H -2.6123 0.9814 -0.3729 0.0 0.0 0.0
H -0.7682 2.3222 -1.7080 0.0 0.0 0.0
H 0.7687 0.5853 -3.0436 0.0 0.0 0.0
H -0.0952 -1.8660 -2.5647 0.0 0.0 0.0
F 1.6553 -0.9248 3.8773 0.0 0.1 0.3
Te 1.7037 -1.5358 2.1503 -0.3 0.2 -0.4
F 1.6741 -2.4177 0.4794 0.2 -0.2 -0.1
F 3.4158 -0.9361 1.9102 0.3 0.0 0.0
F -0.0390 -2.3465 2.3090 -0.1 -0.3 0.1
F 2.3687 -3.1102 2.8043 0.1 -0.2 0.2
O 0.8167 -0.1672 1.3652 -0.1 -0.1 0.0

No. 2
18
Properties=species:S:1:pos:R:3:forces:R:3 method="wB97M-V/def2-TZVPD" total_charge=+1 relative_energy_ev=3.1470 orbital_gap_ha="0.3863 / 0.1838" energy_ha=-901.854374 multiplicity=1
C -0.8844 -1.8874 -0.9056 1.4 1.3 -2.1
C -0.4511 0.5480 -0.8983 -0.7 1.0 -0.9
C 0.4024 0.9002 0.2351 0.5 -0.3 1.1
C 1.7957 0.3166 0.3928 -0.4 0.2 -0.1
C -0.2041 1.6180 1.4283 -0.1 -0.4 -0.3
N -1.5903 -1.9692 0.1208 0.2 -0.4 0.9
N -0.2928 -0.7987 -1.4212 -0.5 -0.8 0.4
F 2.6535 1.1973 0.8642 0.2 0.2 0.1
F 1.7591 -0.7375 1.2166 -0.1 -0.1 0.1
F 2.2482 -0.1209 -0.7879 0.1 0.0 -0.4
F -0.6566 0.6757 2.2726 -0.1 -0.1 0.2
F 0.6348 2.3951 2.0742 0.3 0.1 0.0
F -1.2523 2.3425 1.0440 -0.2 0.2 -0.2
H -0.6923 -2.7776 -1.5272 -0.1 -0.2 0.4
H -1.5055 0.7539 -0.6588 0.3 -0.1 -0.1
H -0.2088 1.2387 -1.7323 -0.1 -0.3 0.2
H -2.0568 -2.7669 0.5112 -0.7 -0.1 0.4
H 0.3014 -0.9278 -2.2285 -0.1 -0.1 0.1

No. 3
18
Properties=species:S:1:pos:R:3:forces:R:3 method="wB97M-V/def2-TZVPD" total_charge=0 relative_energy_ev=0.8995 orbital_gap_ha=0.4053 energy_ha=-1209.248573 multiplicity=1
C 0.7954 -0.9552 -0.2119 -0.7 2.2 0.7
C 1.1437 1.1025 -0.1082 -0.4 -3.5 -0.2
C 2.2658 -1.3540 -0.2948 0.1 0.5 -2.3
C 2.5353 0.8772 0.5950 -0.4 0.0 -1.1
C 0.1998 -1.2459 1.1843 -1.9 0.9 -2.5
O 3.0498 -0.4079 0.3131 0.1 0.6 0.9
F -0.0147 -1.3992 -1.2720 1.5 0.9 1.6
F 0.1812 1.6321 0.7151 1.0 -0.3 -0.4
F 2.5365 -2.5706 0.1956 0.0 0.3 0.3
F 2.6944 -1.4115 -1.6245 -0.6 0.0 0.9
F 3.5083 1.7664 0.1714 -1.2 -1.0 0.7
F 2.3782 1.0097 1.9205 0.4 0.1 -0.3
P 1.0182 1.7491 -1.8387 0.9 0.2 0.4
H -0.4764 -0.4079 1.4318 0.2 -0.4 0.0
H 0.9695 -1.2627 1.8771 1.4 -0.2 1.5
H -0.4009 -2.1599 1.1960 0.4 0.0 -0.1
H 2.2077 1.0117 -2.1856 -0.4 0.5 -0.1
H 1.6996 3.0090 -1.5467 -0.3 -0.8 -0.2